--- w ---
48
Properties=species:S:1:pos:R:3 method="wB97M-V/def2-TZVPD" homo_energy_ha=-0.31125 smiles="O=C(Nc1ccccc1C(=O)NCc1ccco1)NC1CCCCC1" orbital_gap_ev=9.24
O 0.07441 -1.62068 0.51331
C -0.90660 -1.31776 1.16035
N -2.17284 -1.23407 0.60433
C -2.40472 -1.18869 -0.76752
C -3.51048 -1.83186 -1.31581
C -3.73248 -1.79952 -2.67912
C -2.84795 -1.13600 -3.51366
C -1.75681 -0.47846 -2.97346
C -1.53230 -0.48279 -1.60333
C -0.43918 0.35470 -1.01736
O -0.64340 1.18089 -0.14617
N 0.76342 0.17687 -1.60448
C 1.95520 0.84048 -1.11400
C 2.70444 1.48694 -2.23026
C 2.52195 2.67655 -2.87308
C 3.51397 2.73968 -3.88184
C 4.22248 1.58388 -3.77883
O 3.73954 0.81848 -2.78628
N -0.89613 -1.10655 2.50376
C 0.36956 -0.88215 3.18024
C 0.78035 0.59448 3.11128
C -0.09988 1.47358 3.99532
C -0.09626 0.96980 5.43523
C -0.58062 -0.47548 5.49635
C 0.29767 -1.37263 4.62691
H -2.97454 -1.35464 1.20347
H -4.19370 -2.35829 -0.66442
H -4.59546 -2.30014 -3.09246
H -3.01572 -1.11985 -4.57975
H -1.08557 0.07458 -3.61474
H 0.89534 -0.63355 -2.18853
H 1.61080 1.59461 -0.40149
H 2.60295 0.12010 -0.60318
H 1.77726 3.41253 -2.65016
H 3.67456 3.53512 -4.58024
H 5.06097 1.20406 -4.32811
H -1.68828 -0.62835 2.90389
H 1.09968 -1.48038 2.62456
H 0.70863 0.92643 2.07393
H 1.82048 0.68244 3.43092
H 0.26621 2.50121 3.95933
H -1.12160 1.48196 3.60898
H -0.73492 1.60311 6.05481
H 0.91907 1.02591 5.83450
H -0.55449 -0.83404 6.52768
H -1.61885 -0.52785 5.16001
H -0.08052 -2.39654 4.64173
H 1.31027 -1.38132 5.03434

---

--- x ---
48
Properties=species:S:1:pos:R:3 method="wB97M-V/def2-TZVPD" homo_energy_ha=-0.29562 smiles="CCN(CC)CCNC(=O)c1cc2cc3ccc(OC)cc3nc2o1" orbital_gap_ev=7.94
C -4.86043 -2.27940 -1.92495
C -3.58129 -1.80506 -1.22468
N -3.77499 -0.87169 -0.13428
C -4.31019 -1.45831 1.08590
C -3.24430 -1.51126 2.18099
C -4.36776 0.39369 -0.51573
C -3.85515 1.51074 0.40057
N -2.41513 1.51887 0.39254
C -1.68422 2.61658 0.12158
O -2.15072 3.73065 -0.03771
C -0.22895 2.36100 0.05471
C 0.78082 3.24891 -0.14948
C 1.98792 2.49163 -0.13436
C 3.33602 2.73922 -0.27520
C 4.20744 1.64425 -0.19300
C 5.61022 1.77787 -0.32716
C 6.42853 0.69596 -0.24861
C 5.89658 -0.60040 -0.02789
O 6.82092 -1.59038 0.02661
C 6.37790 -2.90951 0.24295
C 4.54146 -0.76913 0.11036
C 3.67179 0.33643 0.03146
N 2.35161 0.09856 0.17215
C 1.57465 1.14063 0.08859
O 0.23500 1.07679 0.20208
H -5.37521 -1.44352 -2.39259
H -5.53949 -2.74851 -1.21620
H -4.61176 -3.00546 -2.69443
H -3.04450 -2.66821 -0.82247
H -2.92887 -1.32396 -1.96030
H -4.66462 -2.47693 0.89537
H -5.16878 -0.87762 1.44011
H -2.37136 -2.05186 1.82442
H -3.63494 -2.01998 3.05923
H -2.93364 -0.51099 2.46923
H -5.46969 0.38285 -0.48096
H -4.05967 0.61780 -1.53945
H -4.21813 1.35632 1.42258
H -4.19550 2.48840 0.05231
H -1.97458 0.61020 0.43414
H 0.66793 4.30390 -0.29143
H 3.71860 3.73549 -0.44465
H 6.01946 2.76346 -0.49566
H 7.49843 0.78571 -0.35102
H 5.86335 -3.00458 1.20389
H 7.27576 -3.52523 0.24956
H 5.71270 -3.24328 -0.55916
H 4.08680 -1.73065 0.28005

---

Stability comparison, relative energies in eV: w 0.000; x 1.140

---

--- w ---
48
Properties=species:S:1:pos:R:3 method="wB97M-V/def2-TZVPD" homo_energy_ha=-0.31379 smiles="CC(C)(C)c1ccc(OCC(=O)NNC(=O)Nc2ccccc2)cc1" orbital_gap_ev=9.15
C -3.29218 1.85796 1.99606
C -1.83730 1.52500 1.63685
C -1.24705 2.63520 0.75523
C -1.03132 1.46268 2.93650
C -1.78854 0.22257 0.85605
C -0.98112 -0.84572 1.21602
C -0.91277 -2.00465 0.45590
C -1.69711 -2.13371 -0.67952
O -1.72551 -3.23671 -1.50486
C -0.71789 -4.20475 -1.34678
C 0.67810 -3.67070 -1.69111
O 1.69988 -4.11130 -1.22614
N 0.61690 -2.64506 -2.58161
N 1.71803 -2.00485 -3.11757
C 2.36631 -0.91913 -2.54970
O 3.31344 -0.43071 -3.11679
N 1.80062 -0.47232 -1.39024
C 2.26560 0.61900 -0.64226
C 2.17363 0.57032 0.74491
C 2.59570 1.64347 1.50713
C 3.11047 2.77352 0.89443
C 3.20776 2.81871 -0.48596
C 2.78768 1.75088 -1.25794
C -2.52710 -1.07788 -1.04700
C -2.55933 0.07693 -0.29653
H -3.89918 2.01537 1.10940
H -3.73249 1.04744 2.57304
H -3.32869 2.76591 2.59389
H -1.26727 3.58445 1.28573
H -0.21441 2.40562 0.49911
H -1.81129 2.74617 -0.16687
H -1.39778 0.67087 3.58611
H 0.02400 1.30509 2.73227
H -1.12997 2.40684 3.46785
H -0.38083 -0.79887 2.10928
H -0.25153 -2.79679 0.77382
H -0.70172 -4.63713 -0.34006
H -0.96317 -5.00240 -2.05514
H -0.28883 -2.37257 -2.95039
H 2.24973 -2.49699 -3.82482
H 1.17688 -1.09974 -0.90014
H 1.78290 -0.31794 1.21863
H 2.53234 1.59483 2.58471
H 3.43877 3.61092 1.49127
H 3.61269 3.69509 -0.96941
H 2.87469 1.78110 -2.33094
H -3.13984 -1.18508 -1.92856
H -3.20191 0.87908 -0.62383

---

--- x ---
48
Properties=species:S:1:pos:R:3 method="wB97M-V/def2-TZVPD" homo_energy_ha=-0.31236 orbital_gap_ev=8.91
C -4.66720 -0.70772 0.46777
C -4.09202 0.68273 0.01733
H -4.11470 1.42574 0.87972
H -4.80819 1.08915 -0.79743
O -2.89132 0.52713 -0.66071
C -1.96691 0.62982 0.42281
O -2.16297 0.53172 1.72913
C -0.58192 0.91895 -0.44433
C -0.64900 2.29388 -1.12274
C -0.37894 3.32794 -0.00226
C 0.94833 3.50191 0.58080
N 1.41956 2.04330 0.39943
C 2.81496 1.58056 -0.04985
O 3.49723 2.77288 -0.31808
C 3.35463 0.38576 0.03399
C 4.10843 -0.23135 -0.65273
N 4.63376 -1.52303 -0.18943
N 4.10062 -1.59505 1.07428
C 3.49698 -0.38407 1.19337
H 2.89092 -0.34228 2.33121
H 5.16111 -2.05331 -0.74579
H 4.33955 0.21534 -1.60604
C 0.55079 1.02548 0.80777
H 0.98252 -0.01050 0.95394
H 0.09244 1.25770 1.48789
H 1.77162 3.94437 -0.03728
H 1.04531 3.46802 1.59899
H -0.55023 4.51421 -0.47497
H -1.22710 3.20616 0.91964
H 0.25474 2.28547 -1.67985
H -1.52496 2.49144 -1.61845
C -0.37545 -0.23619 -1.50211
C -0.16858 -1.54268 -0.75780
C 1.02926 -2.30730 -0.70545
C 1.17138 -3.48691 -0.08686
C 0.14166 -3.88756 0.44303
C -1.12915 -3.51285 0.11717
C -1.30455 -2.25657 -0.03293
H -2.30366 -1.80015 -0.38127
H -2.14072 -3.91608 0.75365
H 0.29629 -5.13328 1.03368
H 2.04870 -3.78688 0.22849
H 1.81566 -1.71053 -1.05610
H -1.23940 -0.33215 -2.03887
H 0.45703 0.09551 -2.00715
H -5.58671 -0.72221 0.72788
H -4.59888 -1.46992 -0.44355
H -3.96090 -1.26659 1.21005

---

--- y ---
48
Properties=species:S:1:pos:R:3 method="wB97M-V/def2-TZVPD" homo_energy_ha=-0.27137 smiles="CCCC(=O)N1CCN(c2ccc(NC(=O)c3ccco3)cc2)CC1" orbital_gap_ev=8.04
C 0.55927 1.24928 2.22516
C 1.59068 0.44358 3.00550
C 2.09913 -0.74788 2.19403
C 3.04413 -0.30179 1.09095
O 3.41439 0.84887 0.97016
N 3.51654 -1.27146 0.25801
C 3.05133 -2.63355 0.14170
C 2.49784 -2.83270 -1.29580
N 2.09430 -1.57065 -1.86747
C 0.88212 -0.99723 -1.50129
C 0.46703 0.20984 -2.07690
C -0.73881 0.79433 -1.75767
C -1.60202 0.17954 -0.85558
N -2.83336 0.72304 -0.48036
C -3.43816 1.86014 -0.92365
O -2.99034 2.62615 -1.75482
C -4.74576 2.09189 -0.28368
C -5.63549 3.11715 -0.47460
C -6.72703 2.85814 0.38198
C -6.42703 1.69911 1.03112
O -5.23527 1.22501 0.63978
C -1.22496 -1.04206 -0.30893
C -0.01099 -1.61935 -0.62292
C 3.25393 -0.72655 -2.09930
C 4.25008 -0.85924 -0.92143
H 0.20845 2.09183 2.81599
H 1.00074 1.63133 1.30912
H -0.29654 0.62963 1.96214
H 1.14705 0.07868 3.93495
H 2.43506 1.08663 3.25642
H 1.24180 -1.25875 1.75064
H 2.63203 -1.44937 2.84139
H 3.89179 -3.31723 0.31793
H 2.28807 -2.83809 0.88812
H 1.66601 -3.53627 -1.30641
H 3.28111 -3.23763 -1.94365
H 1.08850 0.70253 -2.80759
H -1.02440 1.72757 -2.21236
H -3.34645 0.18498 0.20548
H -5.50698 3.94059 -1.14546
H -7.61101 3.45030 0.49909
H -6.96113 1.13115 1.76754
H -1.88791 -1.54879 0.38033
H 0.22177 -2.57062 -0.17101
H 2.93943 0.31092 -2.17890
H 3.73603 -1.02333 -3.03803
H 5.01948 -1.60805 -1.12810
H 4.72556 0.09839 -0.71162

---

Stability comparison, relative energies in eV: w 0.000; x 17.183; y 0.430